Density functional theory data (ωB97M-V/def2-TZVPD) for C23H35BIrN12STe as an isolated structure.

Last column: Mulliken charge in e.
Element x y z (Å)
1 Ir -0.0200 0.3554 -0.0525  2.09
2 C 2.2063 -1.3406 -2.6879  -1.18
3 C 0.8744 -1.8793 -2.2798  0.58
4 C 0.1913 -2.9090 -2.9256  -1.68
5 C -0.9027 -3.1696 -2.1305  -0.11
6 N -0.8606 -2.3547 -1.0711  1.02
7 N 0.2101 -1.5251 -1.1668  -0.92
8 B -1.8181 -2.3022 0.1467  -0.12
9 N -0.9781 -2.0537 1.4417  1.71
10 C -1.0522 -2.7768 2.5648  0.06
11 C -0.3432 -2.1260 3.5525  -1.56
12 C 0.1316 -0.9579 2.9602  0.49
13 C 0.9166 0.1128 3.6342  -1.10
14 N -0.2548 -0.9248 1.6723  -1.22
15 N -2.7793 -1.1176 -0.0688  0.83
16 C -4.1111 -1.0568 -0.1942  0.14
17 C -4.4595 0.2414 -0.5023  -1.67
18 C -3.2605 0.9480 -0.5494  0.69
19 C -3.0841 2.3915 -0.8685  -0.90
20 N -2.2419 0.1154 -0.2891  -0.73
21 N -2.5094 -3.6352 0.3026  0.61
22 C -1.9216 -4.8637 0.2613  -0.23
23 C -2.7757 -5.7618 0.8359  -1.20
24 C -3.8909 -4.9894 1.2417  0.65
25 C -5.1373 -5.4491 1.9208  -1.26
26 N -3.7120 -3.7181 0.9376  -1.11
27 H 2.2182 -1.1217 -3.7549  0.38
28 H 2.4847 -0.4367 -2.1578  0.09
29 H 2.9701 -2.1020 -2.5138  0.30
30 H 0.4744 -3.4049 -3.8376  0.55
31 H -1.6968 -3.8876 -2.2424  0.69
32 H -1.6180 -3.6931 2.5980  0.37
33 H -0.2058 -2.4353 4.5737  0.47
34 H 1.1786 -0.2124 4.6392  0.38
35 H 1.8279 0.3811 3.1011  -0.04
36 H 0.3308 1.0287 3.7357  0.22
37 H -4.7068 -1.9365 -0.0304  0.57
38 H -5.4485 0.6310 -0.6687  0.46
39 H -4.0543 2.8392 -1.0726  0.42
40 H -2.6339 2.9386 -0.0382  0.09
41 H -2.4584 2.5258 -1.7492  -0.02
42 H -0.9407 -5.0073 -0.1611  0.55
43 H -2.6335 -6.8236 0.9433  0.43
44 H -5.6403 -6.2174 1.3334  0.32
45 H -4.9135 -5.8764 2.8988  0.28
46 H -5.8183 -4.6117 2.0569  0.35
47 C 5.3883 -2.0489 -0.0574  -1.12
48 C 5.2212 -0.6141 0.2705  0.91
49 N 6.1505 0.2806 0.2457  -0.81
50 N 5.5279 1.4299 0.6364  0.24
51 C 4.2271 1.2841 0.9173  0.20
52 S 3.1971 2.4636 1.5175  -0.40
53 N 4.0188 -0.0442 0.6596  0.16
54 N 2.7848 -0.6707 0.7788  -0.40
55 H 6.4445 -2.2442 -0.2210  0.37
56 H 4.8436 -2.3137 -0.9645  0.19
57 H 5.0320 -2.6816 0.7563  0.31
58 H 6.0487 2.2857 0.7319  0.19
59 H 2.7348 -1.2005 1.6437  0.35
60 H 2.6410 -1.2947 -0.0064  0.06
61 C 1.5470 3.7206 -1.8317  -1.39
62 C 0.3266 2.8353 -2.0724  1.19
63 C -0.1436 2.9699 -3.5205  -1.97
64 C 0.6363 1.3556 -1.7591  -0.80
65 H 1.3011 4.7755 -1.9602  0.42
66 H 2.3346 3.4709 -2.5480  0.36
67 H 1.9658 3.5896 -0.8309  0.14
68 H -0.4870 3.1995 -1.4386  -0.06
69 H 0.6309 2.6162 -4.2057  0.43
70 H -0.3588 4.0105 -3.7681  0.45
71 H -1.0450 2.3814 -3.7061  0.41
72 H 1.7268 1.2544 -1.7487  0.21
73 H 0.2738 0.7246 -2.5777  0.56
74 Te 0.0400 2.5447 1.2302  0.04

Output
multiplicity: 5
orbital gap (spin up / spin down): 8.511 / 6.432 eV
charge: +1
total energy: -63939.460 eV
relative energy (zero: lowest compared OMol25 entry of this formula, charge and spin): 0.0 kcal/mol
HOMO energy (spin up / spin down): -10.72 / -11.18 eV